(1)
C5H9NO2 | ωB97M-V/def2-TZVPD

Summary:
Orbital gap (eV): 10.09
Charge: 0
Electronic energy (eV): -10913.8563
LUMO (eV): 0.51
Molecular weight (g mol⁻¹): 115.132
Relative energy (zero: lowest compared OMol25 entry of this formula, charge and spin) (eV): 2.719

Each line ends with the natural charge from an NBO analysis.
Positions of all 17 atoms, in Å:
C1 -0.74523 -1.61804 -0.47663  0.099
C2 -1.53538 -0.35524 -0.37887  -0.638
O1 -0.95508 -2.40679 0.65130  -0.684
C3 0.87452 -1.27624 -0.57988  0.169
N1 1.94746 -1.68547 -0.51002  -0.331
H1 -0.49382 -3.24987 0.55793  0.487
H2 -0.92249 -2.16465 -1.41323  0.200
H3 -1.03953 0.30164 0.37691  0.215
H4 -2.57085 -0.52633 -0.09673  0.238
H5 -1.44711 0.25796 -1.27315  0.242
C4 1.12177 1.95346 1.07746  -0.744
C5 0.77433 1.71909 -0.36044  0.451
O2 0.17646 2.45987 -1.09001  -0.531
H6 1.16855 0.60819 -0.75930  0.108
H7 1.91363 2.69388 1.14818  0.251
H8 0.24404 2.27700 1.63511  0.240
H9 1.48870 1.01155 1.49137  0.228

(2)
C5H9NO2 | ωB97M-V/def2-TZVPD

Summary:
Orbital gap (eV): 9.09
Charge: 0
Electronic energy (eV): -10906.3888
LUMO (eV): 0.04
Molecular weight (g mol⁻¹): 115.132
Relative energy (zero: lowest compared OMol25 entry of this formula, charge and spin) (eV): 10.187

Each line ends with the natural charge from an NBO analysis.
Positions of all 17 atoms, in Å:
C1 -1.32925 -0.99860 -0.40873  -0.032
C2 -0.88768 0.37821 0.33090  0.033
C3 0.91690 1.41719 1.04399  -0.075
C4 1.71659 0.91682 -0.29331  -0.111
C5 0.03989 -0.26663 -0.60947  -0.002
H1 -0.12354 -2.94652 -0.03645  0.226
H2 -1.96733 -2.90371 -0.95413  0.381
H3 -2.37599 -0.74840 -0.99331  0.206
H4 -1.56231 1.15996 -0.02691  0.195
H5 0.33990 2.43636 0.69589  0.130
H6 1.58469 1.82272 1.94554  0.223
H7 2.25141 1.58052 -0.78004  0.192
H8 2.46464 0.31570 0.17369  0.161
H9 0.37736 -0.86707 0.30214  0.179
N1 -1.64871 -2.34106 -0.11128  -0.715
O1 -0.07336 0.62269 1.41379  -0.523
O2 1.05005 0.35930 -1.40475  -0.469

(3)
C5H9NO2 | ωB97M-V/def2-TZVPD

Summary:
Orbital gap (eV): 2.86
Charge: 0
Electronic energy (eV): -10909.2993
LUMO (eV): -4.92
Molecular weight (g mol⁻¹): 115.132
Relative energy (zero: lowest compared OMol25 entry of this formula, charge and spin) (eV): 7.276

Each line ends with the natural charge from an NBO analysis.
Positions of all 17 atoms, in Å:
O1 2.69391 0.83262 0.97397  -0.442
C1 1.93441 0.56798 0.06672  0.414
N1 -2.12461 -1.42069 -0.43111  -0.707
C2 -2.61047 -0.19163 -0.49217  0.418
O2 -2.54742 0.71438 0.33960  -0.586
C3 2.34033 0.78141 -1.31161  -0.038
C4 0.56546 -0.06099 0.20011  -0.499
C5 0.02764 -0.03802 1.62185  -0.602
H1 -2.59451 -2.03105 -1.09388  0.338
H2 -3.02739 0.11033 -1.48963  0.110
H3 3.40315 0.84504 -1.55142  0.204
H4 1.65264 0.82671 -2.15000  0.203
H5 -0.08514 0.37726 -0.54746  0.237
H6 0.64279 -1.12671 -0.06078  0.258
H7 0.77002 -0.45932 2.29950  0.213
H8 -0.84080 -0.69248 1.63965  0.255
H9 -0.19999 0.96517 1.98668  0.224

(4)
C5H9NO2 | ωB97M-V/def2-TZVPD

Summary:
Orbital gap (eV): 9.91
Charge: 0
Electronic energy (eV): -10913.9490
LUMO (eV): 0.52
Molecular weight (g mol⁻¹): 115.132
Relative energy (zero: lowest compared OMol25 entry of this formula, charge and spin) (eV): 2.627

Each line ends with the natural charge from an NBO analysis.
Positions of all 17 atoms, in Å:
C1 -1.75782 0.93183 -1.23955  -0.628
C2 1.86555 -0.53863 -0.85306  -0.650
C3 -0.57348 0.38583 0.87497  0.746
C4 -0.51189 0.42143 -0.57603  -0.166
N1 0.57706 -0.69357 2.67579  -0.512
C5 0.44137 -0.30314 -1.21518  -0.040
O1 0.19846 -0.71083 1.30404  -0.405
O2 -1.17443 1.09131 1.64548  -0.590
H1 0.12403 0.13567 3.07528  0.359
H2 0.13802 -1.51174 3.09628  0.345
H3 0.23570 -0.52529 -2.26024  0.187
H4 -1.58711 1.13364 -2.29600  0.217
H5 -2.56394 0.19867 -1.15832  0.219
H6 -2.09288 1.83900 -0.73711  0.238
H7 2.05885 -1.61282 -0.83940  0.226
H8 2.11124 -0.13233 0.12319  0.233
H9 2.51129 -0.10902 -1.62014  0.221

(5)
C5H9NO2 | ωB97M-V/def2-TZVPD

Summary:
Orbital gap (eV): 9.27
Charge: 0
Electronic energy (eV): -10913.3680
LUMO (eV): 0.45
Molecular weight (g mol⁻¹): 115.132
Relative energy (zero: lowest compared OMol25 entry of this formula, charge and spin) (eV): 3.208

Each line ends with the natural charge from an NBO analysis.
Positions of all 17 atoms, in Å:
C1 0.46563 0.13836 -0.56294  -0.098
C2 -0.45708 -0.60160 0.35080  0.121
C3 0.94632 -0.58275 -1.79822  -0.617
C4 -0.22455 -0.38001 1.82913  -0.650
N1 -0.11512 1.53616 -0.79720  -0.638
C5 0.99064 1.47909 -0.09646  0.689
O1 -1.87769 0.06546 -0.00689  -0.764
O2 1.84481 2.05722 0.51452  -0.570
H1 -2.48835 -0.04080 0.73264  0.499
H2 -1.30471 1.24376 -0.50301  0.483
H3 -0.54604 -1.65749 0.08506  0.209
H4 0.10805 -0.94087 -2.40047  0.208
H5 1.56972 -1.43560 -1.52544  0.212
H6 1.53381 0.09410 -2.41532  0.231
H7 0.77874 -0.72273 2.08414  0.243
H8 -0.27457 0.67898 2.08009  0.232
H9 -0.94960 -0.93128 2.42955  0.210

(6)
C5H9NO2 | ωB97M-V/def2-TZVPD

Summary:
Orbital gap (eV): 9.62
Charge: 0
Electronic energy (eV): -10914.0022
LUMO (eV): 0.53
Molecular weight (g mol⁻¹): 115.132
Relative energy (zero: lowest compared OMol25 entry of this formula, charge and spin) (eV): 2.573

Each line ends with the natural charge from an NBO analysis.
Positions of all 17 atoms, in Å:
C1 2.62562 -0.46059 -0.19405  -0.731
C2 1.31133 0.24236 0.12396  0.712
C3 -1.14057 -0.39276 0.13883  0.164
C4 -2.17233 -1.24175 -0.18175  -0.452
C5 -1.61565 1.03155 0.27997  -0.115
H1 2.49600 -1.25886 -1.06293  0.237
H2 3.20697 -0.74901 0.71273  0.254
H3 3.26736 0.41347 -0.66435  0.257
H4 0.58683 -1.59029 -0.03519  0.406
H5 -1.99826 -2.30590 -0.12450  0.194
H6 -3.18406 -0.76190 -0.23861  0.222
H7 -2.68821 0.96911 0.29085  0.190
H8 -1.39235 1.26394 1.35092  0.161
H9 0.11429 2.00531 -0.12106  0.488
N1 0.26218 -0.59524 0.04191  -0.597
O1 1.25003 1.43388 0.29787  -0.605
O2 -0.92918 1.99668 -0.61461  -0.785

(7)
C5H9NO2 | ωB97M-V/def2-TZVPD

Summary:
Orbital gap (eV): 4.07
Charge: 0
Electronic energy (eV): -10910.4804
LUMO (eV): -3.89
Molecular weight (g mol⁻¹): 115.132
Relative energy (zero: lowest compared OMol25 entry of this formula, charge and spin) (eV): 6.095

Each line ends with the natural charge from an NBO analysis.
Positions of all 17 atoms, in Å:
C1 2.81891 0.25428 -0.34901  0.439
N1 2.35571 -0.05842 0.84741  -0.831
C2 -0.37370 -1.26657 -0.36096  -0.598
C3 -0.35026 0.25565 -0.09469  -0.585
C4 -1.50943 0.78393 0.50806  0.169
C5 -2.92803 0.47448 0.18038  0.310
O1 -3.26651 -0.31093 -0.65304  -0.407
O2 2.10013 0.33408 -1.37351  -0.701
H1 3.87979 0.45264 -0.47194  0.082
H2 3.09236 0.05008 1.53855  0.334
H3 -1.28679 -1.59898 -0.85611  0.226
H4 -0.28407 -1.77354 0.59459  0.224
H5 0.48964 -1.52670 -0.97942  0.266
H6 0.50201 0.50985 0.53827  0.339
H7 -0.16359 0.79430 -1.06578  0.397
H8 -1.38696 1.57016 1.26241  0.205
H9 -3.68922 1.05566 0.73480  0.132

(8)
C5H9NO2 | ωB97M-V/def2-TZVPD

Summary:
Orbital gap (eV): 10.03
Charge: 0
Electronic energy (eV): -10914.4465
LUMO (eV): 0.63
Molecular weight (g mol⁻¹): 115.132
Relative energy (zero: lowest compared OMol25 entry of this formula, charge and spin) (eV): 2.129

Each line ends with the natural charge from an NBO analysis.
Positions of all 17 atoms, in Å:
C1 0.28096 -0.66264 1.31160  -0.208
C2 -0.25084 0.76432 1.16948  -0.494
C3 -0.82135 1.23398 -0.11970  -0.167
C4 -1.64198 0.62575 -0.99496  -0.423
N1 0.42288 -1.34309 0.06000  -0.654
C5 1.08753 -0.88957 -1.04378  0.902
O1 2.13376 0.00826 -0.74581  -0.758
O2 0.92000 -1.19626 -2.18432  -0.615
H1 -0.54657 -1.22561 1.92176  0.208
H2 1.34114 -0.71553 1.85300  0.217
H3 0.37622 1.49424 1.64565  0.231
H4 -1.25913 0.76439 1.72636  0.227
H5 -0.57410 2.38162 -0.32548  0.211
H6 -1.82447 1.17957 -1.88301  0.207
H7 -2.07969 -0.37408 -0.96815  0.192
H8 -0.48829 -1.97898 -0.07667  0.415
H9 2.92393 -0.06636 -1.34598  0.511

(9)
C5H9NO2 | ωB97M-V/def2-TZVPD

Summary:
Orbital gap (eV): 10.24
Charge: 0
Electronic energy (eV): -10911.1715
LUMO (eV): 0.84
Molecular weight (g mol⁻¹): 115.132
Relative energy (zero: lowest compared OMol25 entry of this formula, charge and spin) (eV): 5.404

Each line ends with the natural charge from an NBO analysis.
Positions of all 17 atoms, in Å:
C1 -1.10757 -0.77854 0.46051  0.056
C2 -1.33925 0.73826 0.33749  -0.258
C3 0.67912 0.45063 -0.50773  -0.071
C4 2.17263 0.11116 -0.06546  -0.089
C5 0.37980 -0.57698 0.53576  0.023
H1 -0.90073 -2.24512 -0.68613  0.474
H2 -1.66000 -1.18833 1.26612  0.179
H3 -2.19758 0.75662 -0.45345  0.210
H4 -1.81740 1.23346 1.20206  0.207
H5 -0.49120 1.71635 -1.23362  0.359
H6 0.43743 0.15581 -1.61037  0.196
H7 3.01995 0.01488 -0.76827  0.194
H8 2.49356 0.80651 0.80620  0.186
H9 0.43692 -0.15802 1.50980  0.165
N1 -0.24521 1.53869 -0.16613  -0.612
O1 -1.44900 -1.33140 -0.71960  -0.701
O2 1.58853 -1.24397 0.09283  -0.516

(10)
C5H9NO2 | ωB97M-V/def2-TZVPD

Summary:
Orbital gap (alpha / beta) (eV): 7.86 / 7.86
Charge: 0
Electronic energy (eV): -10912.8088
LUMO (alpha / beta) (eV): 0.27 / 0.27
Molecular weight (g mol⁻¹): 115.132
Relative energy (zero: lowest compared OMol25 entry of this formula, charge and spin) (eV): 3.767

Each line ends with the natural charge from an NBO analysis.
Positions of all 17 atoms, in Å:
C1 -1.96667 0.33817 0.69792  -0.697
C2 0.21178 -1.65558 -0.93009  -0.656
C3 1.01125 0.67329 0.14310  0.486
C4 -0.86453 0.65871 -0.26465  0.446
C5 0.22951 -0.20174 -0.65569  -0.120
N1 1.83150 0.12699 1.12233  -0.797
O1 1.40155 1.94841 -0.16117  -0.666
O2 -1.00560 1.52357 -1.22253  -0.669
H1 0.72182 2.29535 -0.77863  0.523
H2 2.79081 0.45287 1.05622  0.384
H3 1.82125 -0.87907 1.21707  0.383
H4 -2.39813 1.27566 1.05820  0.244
H5 -1.58781 -0.23144 1.55092  0.215
H6 -2.75684 -0.23023 0.20256  0.243
H7 1.21893 -2.07638 -0.96517  0.219
H8 -0.35943 -2.21536 -0.18192  0.216
H9 -0.29939 -1.80322 -1.88848  0.244